No. 1
This record from the OMol25 dataset describes a structure of composition C14H28O28S7 at a distorted geometry. The level of theory is the ωB97M-V functional and the def2-TZVPD basis.

CARTESIAN COORDINATES (ANGSTROEM)
C  0.927  6.247  0.619
C  0.636  5.094  -0.377
O  1.957  4.654  -0.817
S  3.099  5.368  0.028
O  3.609  6.458  -0.688
O  3.917  4.327  0.553
O  2.184  5.960  1.183
H  0.200  6.260  1.421
H  0.902  7.219  0.108
H  0.047  5.417  -1.231
H  0.131  4.257  0.085
C  0.932  -3.014  -4.575
C  -0.177  -3.997  -4.393
O  -0.212  -4.218  -2.983
S  1.272  -4.303  -2.488
O  1.701  -5.613  -2.668
O  1.371  -3.598  -1.234
O  1.960  -3.400  -3.581
H  0.580  -2.033  -4.255
H  1.359  -2.970  -5.591
H  -0.093  -4.946  -4.949
H  -1.127  -3.600  -4.694
C  -0.243  -1.117  -1.390
C  -0.247  -1.336  0.092
O  -0.790  -0.085  0.697
S  -1.928  0.401  -0.275
O  -1.884  1.830  -0.344
O  -3.108  -0.327  0.064
O  -1.331  -0.140  -1.633
H  -0.474  -2.017  -1.960
H  0.660  -0.600  -1.664
H  0.759  -1.364  0.474
H  -0.850  -2.201  0.436
C  -3.263  -3.628  -1.436
C  -4.471  -3.568  -0.544
O  -4.103  -3.783  0.846
S  -2.830  -4.730  0.771
O  -3.257  -6.032  0.378
O  -2.039  -4.440  1.901
O  -2.125  -4.089  -0.498
H  -2.995  -2.614  -1.813
H  -3.321  -4.361  -2.236
H  -5.249  -4.266  -0.857
H  -4.866  -2.557  -0.539
C  1.624  2.076  -2.407
C  2.962  1.574  -2.255
O  3.366  1.105  -3.662
S  2.134  1.131  -4.599
O  1.970  -0.151  -5.206
O  2.229  2.341  -5.341
O  0.985  1.280  -3.535
H  1.736  3.115  -2.687
H  1.046  1.957  -1.474
H  3.144  0.757  -1.570
H  3.639  2.370  -1.919
C  1.529  2.508  4.068
C  0.329  2.875  3.281
O  0.299  1.946  2.143
S  1.719  1.360  1.897
O  2.254  1.792  0.667
O  1.617  -0.032  2.250
O  2.536  2.069  3.038
H  1.377  1.669  4.731
H  1.953  3.349  4.594
H  0.514  3.871  2.859
H  -0.638  2.864  3.812
C  -1.662  -2.083  4.525
C  -0.524  -1.237  4.090
O  -0.528  -0.082  4.975
S  -1.999  0.279  5.290
O  -2.446  1.206  4.291
O  -2.034  0.598  6.663
O  -2.675  -1.128  5.054
H  -1.372  -2.651  5.388
H  -2.127  -2.706  3.757
H  -0.621  -0.861  3.077
H  0.441  -1.708  4.263

- largest force on an atom (eV/Å) = 3.48
- HOMO energy (eV) = -11.1574
- molecular weight (g/mol) = 868.82
- gap between HOMO and LUMO (eV) = 11.237
- charge = 0
- multiplicity = 1
- energy (hartree) = -5444.11833
- ΔE to the lowest compared entry with this formula, charge and spin (eV) = 0.369

=====

No. 2
This record from the OMol25 dataset describes a structure of composition C39H37IrN3OS4Sb. The level of theory is the ωB97M-V functional and the def2-TZVPD basis.

CARTESIAN COORDINATES (ANGSTROEM)
Ir  -1.301  0.624  -0.001
C  -1.326  -0.199  3.128
N  -0.738  0.819  2.239
C  -1.366  2.145  2.495
C  -1.054  3.148  1.405
N  -1.716  2.753  0.135
C  -3.160  3.102  0.169
C  -1.152  3.441  -1.037
C  -0.820  4.783  -0.991
C  -0.374  5.429  -2.136
C  -0.285  4.725  -3.327
C  -0.624  3.384  -3.375
C  -1.056  2.717  -2.230
S  -1.531  1.025  -2.273
C  0.709  0.920  2.412
C  1.271  0.881  3.685
C  2.630  1.072  3.868
C  3.443  1.326  2.772
C  2.898  1.360  1.505
C  1.534  1.140  1.315
S  0.895  1.123  -0.307
H  -1.316  0.128  4.172
H  -0.748  -1.115  3.032
H  -2.350  -0.373  2.812
H  -1.031  2.541  3.462
H  -2.438  1.965  2.546
H  0.019  3.197  1.217
H  -1.386  4.142  1.719
H  -3.266  4.182  0.297
H  -3.642  2.557  0.974
H  -3.603  2.801  -0.780
H  -0.902  5.337  -0.065
H  -0.100  6.475  -2.095
H  0.058  5.223  -4.225
H  -0.544  2.828  -4.302
H  0.641  0.706  4.546
H  3.050  1.035  4.865
H  4.505  1.487  2.907
H  3.521  1.554  0.639
O  -3.575  0.570  1.568
N  -4.790  0.314  1.149
C  -5.828  0.803  1.869
C  -7.129  0.590  1.506
C  -7.378  -0.146  0.342
C  -6.322  -0.620  -0.388
C  -4.981  -0.402  -0.003
S  -3.641  -0.967  -0.855
H  -5.524  1.351  2.748
H  -7.925  0.992  2.116
H  -8.393  -0.340  0.022
H  -6.475  -1.185  -1.296
S  -0.797  -1.648  -0.021
Sb  1.410  -1.863  -0.779
C  2.608  -2.220  0.945
C  1.942  -2.852  1.991
C  2.613  -3.168  3.163
C  3.955  -2.846  3.304
C  4.620  -2.207  2.269
C  3.950  -1.896  1.094
C  2.435  -0.888  -2.354
C  1.631  -0.453  -3.406
C  2.201  0.201  -4.486
C  3.571  0.429  -4.517
C  4.369  -0.008  -3.472
C  3.804  -0.671  -2.389
C  1.300  -3.810  -1.621
C  1.906  -4.102  -2.836
C  1.782  -5.370  -3.389
C  1.055  -6.348  -2.728
C  0.447  -6.059  -1.514
C  0.563  -4.792  -0.965
H  0.887  -3.085  1.901
H  2.082  -3.662  3.966
H  4.478  -3.086  4.220
H  5.664  -1.941  2.375
H  4.494  -1.386  0.310
H  0.554  -0.587  -3.372
H  1.571  0.541  -5.298
H  4.014  0.950  -5.356
H  5.438  0.162  -3.495
H  4.452  -1.023  -1.596
H  2.479  -3.346  -3.361
H  2.252  -5.590  -4.339
H  0.956  -7.335  -3.161
H  -0.129  -6.818  -1.000
H  0.059  -4.568  -0.032

- largest force on an atom (eV/Å) = 0.67
- HOMO energy (eV) = -6.5819
- molecular weight (g/mol) = 1005.99
- gap between HOMO and LUMO (eV) = 6.913
- charge = 0
- multiplicity = 1
- energy (hartree) = -3685.16351
- ΔE to the lowest compared entry with this formula, charge and spin (eV) = 1.489

=====

No. 3
This record from the OMol25 dataset describes an isolated molecule of C3H5N3OS at a distorted geometry. The level of theory is the ωB97M-V functional and the def2-TZVPD basis.

CARTESIAN COORDINATES (ANGSTROEM)
C  -0.994  -0.987  -0.434
C  0.158  0.758  -1.901
C  0.978  0.353  2.384
N  -1.606  -0.703  -1.523
N  -0.886  0.145  -2.396
N  0.110  -0.433  -0.059
O  1.057  1.505  -2.168
S  1.050  -0.948  1.192
H  -1.586  -1.591  0.261
H  1.424  -0.068  3.199
H  -0.014  0.618  2.674
H  1.596  1.207  2.091
H  -1.285  0.143  -3.321

- largest force on an atom (eV/Å) = 3.59
- HOMO energy (spin up / spin down) (eV) = -8.2308 / -8.2304
- molecular weight (g/mol) = 131.16
- gap between HOMO and LUMO (spin up / spin down) (eV) = 7.970 / 7.969
- charge = 0
- multiplicity = 1
- energy (hartree) = -754.89995
- ΔE to the lowest compared entry with this formula, charge and spin (eV) = 3.785

=====

No. 4
This record from the OMol25 dataset describes an isolated molecule of C18H24N4O4S2 at a distorted geometry. The level of theory is the ωB97M-V functional and the def2-TZVPD basis.

CARTESIAN COORDINATES (ANGSTROEM)
C  1.502  -4.618  -2.336
H  0.618  -4.796  -1.731
C  1.095  -3.932  -3.636
N  0.607  -2.579  -3.444
S  -0.902  -2.467  -2.754
O  -1.685  -1.441  -3.370
O  -1.476  -3.774  -2.686
C  -0.573  -1.913  -1.082
N  0.493  -2.208  -0.426
N  0.512  -1.721  0.806
C  -0.560  -1.049  1.093
N  -0.778  -0.465  2.305
C  -1.947  0.214  2.577
O  -2.802  0.307  1.728
C  -2.009  0.770  3.983
C  -0.976  1.893  4.166
C  -1.356  3.124  3.348
C  -2.732  3.630  3.767
C  -3.777  2.540  3.553
C  -3.414  1.276  4.329
H  -4.142  0.494  4.110
H  -3.449  1.485  5.401
H  -3.844  2.302  2.492
H  -4.756  2.893  3.882
H  -2.995  4.515  3.187
H  -2.707  3.915  4.822
H  -1.372  2.868  2.286
H  -0.607  3.904  3.496
H  0.021  1.549  3.882
H  -0.947  2.162  5.224
H  -1.753  -0.055  4.660
H  -0.055  -0.583  3.000
S  -1.728  -0.955  -0.206
C  1.495  -1.510  -3.247
C  0.997  -0.217  -3.121
C  1.839  0.865  -2.934
C  3.215  0.684  -2.877
C  3.719  -0.607  -3.016
C  2.878  -1.685  -3.193
H  3.318  -2.663  -3.292
H  4.788  -0.747  -2.978
O  4.135  1.676  -2.699
C  3.677  3.001  -2.592
H  3.139  3.315  -3.492
H  4.569  3.613  -2.474
H  3.030  3.134  -1.718
H  1.400  1.846  -2.842
H  -0.064  -0.046  -3.191
H  1.922  -3.892  -4.348
H  0.273  -4.484  -4.095
H  1.977  -5.571  -2.555
H  2.185  -3.997  -1.763

- largest force on an atom (eV/Å) = 1.52
- HOMO energy (eV) = -7.9209
- molecular weight (g/mol) = 424.55
- gap between HOMO and LUMO (eV) = 8.269
- charge = 0
- multiplicity = 1
- SMILES string = CCN(c1ccc(OC)cc1)S(=O)(=O)c1nnc(NC(=O)C2CCCCC2)s1
- energy (hartree) = -2016.64208
- ΔE to the lowest compared entry with this formula, charge and spin (eV) = 0.819

=====

No. 5
This record from the OMol25 dataset describes a cluster of 15 separate species, C44H84B7F28N10O6 in total at a distorted geometry. The level of theory is the ωB97M-V functional and the def2-TZVPD basis.

CARTESIAN COORDINATES (ANGSTROEM)
C  5.773  0.399  2.998
C  4.479  -0.224  3.387
O  3.729  -0.925  2.673
N  3.987  0.242  4.750
H  3.830  -0.560  5.344
H  4.639  0.772  5.311
C  2.563  0.993  4.623
H  6.595  -0.230  3.338
H  5.891  1.396  3.423
H  5.888  0.290  1.920
H  1.848  0.172  4.566
H  2.419  1.676  3.786
H  2.416  1.642  5.486
C  0.547  -0.908  0.552
C  0.483  0.457  1.247
O  0.157  0.713  2.387
N  1.008  1.622  0.419
H  2.012  1.508  0.433
H  0.707  1.479  -0.535
C  0.578  3.022  0.933
H  -0.101  -0.971  -0.323
H  0.100  -1.481  1.364
H  1.571  -1.206  0.326
H  -0.452  3.073  1.286
H  0.706  3.638  0.043
H  1.329  3.301  1.672
C  0.930  -7.121  4.035
C  1.622  -5.834  4.512
O  2.826  -5.784  4.695
N  0.725  -4.582  4.624
H  -0.067  -4.678  5.243
H  1.254  -3.918  5.172
C  0.523  -3.849  3.255
H  0.921  -6.948  2.959
H  -0.093  -7.296  4.371
H  1.503  -8.039  4.166
H  0.108  -4.480  2.469
H  1.524  -3.575  2.923
H  -0.140  -3.008  3.461
C  -4.936  7.811  1.082
C  -4.609  7.277  2.459
O  -5.065  7.797  3.488
N  -3.818  5.923  2.506
H  -4.217  5.251  3.145
H  -3.913  5.513  1.588
C  -2.248  6.117  2.649
H  -4.028  7.782  0.480
H  -5.383  8.798  1.192
H  -5.580  7.158  0.493
H  -1.924  6.741  1.816
H  -1.783  5.144  2.807
H  -2.249  6.665  3.592
C  3.603  -7.012  -6.588
N  2.781  -5.925  -5.858
C  1.821  -5.226  -6.493
C  0.992  -4.380  -5.761
C  1.224  -4.146  -4.390
C  2.269  -4.834  -3.790
C  3.067  -5.708  -4.600
C  0.326  -3.262  -3.614
C  -0.261  -3.843  -2.510
C  -1.337  -3.324  -1.851
N  -1.994  -2.281  -2.444
C  -1.483  -1.643  -3.549
C  -0.292  -2.120  -4.142
C  -3.169  -1.741  -1.756
H  3.711  -7.882  -5.940
H  4.599  -6.581  -6.683
H  3.088  -7.372  -7.479
H  1.489  -5.571  -7.462
H  0.133  -3.885  -6.191
H  2.522  -4.680  -2.752
H  3.947  -6.239  -4.267
H  0.259  -4.716  -2.144
H  -1.793  -3.706  -0.950
H  -2.135  -0.899  -3.982
H  0.105  -1.702  -5.055
H  -2.822  -1.329  -0.809
H  -3.801  -2.585  -1.479
H  -3.623  -0.899  -2.280
C  2.855  4.127  -3.084
N  2.694  3.307  -4.346
C  2.543  1.963  -4.180
C  2.502  1.164  -5.316
C  2.782  1.680  -6.583
C  3.207  3.044  -6.648
C  3.163  3.860  -5.512
C  2.680  0.844  -7.858
C  2.121  1.343  -9.035
C  1.895  0.595  -10.150
N  2.110  -0.747  -10.153
C  2.652  -1.284  -9.059
C  3.081  -0.506  -7.921
C  1.792  -1.464  -11.383
H  2.054  3.885  -2.386
H  2.626  5.162  -3.338
H  3.874  3.957  -2.736
H  2.471  1.526  -3.195
H  2.214  0.137  -5.147
H  3.546  3.621  -7.496
H  3.338  4.925  -5.494
H  1.936  2.401  -9.149
H  1.592  0.991  -11.108
H  2.816  -2.351  -9.074
H  3.504  -0.954  -7.034
H  2.239  -2.457  -11.430
H  2.284  -0.884  -12.164
H  0.722  -1.382  -11.570
C  -1.374  -0.320  9.509
C  -1.725  -1.411  8.506
C  -2.225  -0.796  7.066
O  -1.214  0.086  6.507
C  -1.513  0.477  5.157
N  -0.444  -2.287  8.315
H  0.271  -1.783  7.811
H  -0.138  -2.604  9.224
H  -0.781  -3.041  7.734
H  -1.068  -0.633  10.507
H  -2.255  0.316  9.600
H  -0.560  0.254  9.067
H  -2.356  -2.238  8.833
H  -3.185  -0.284  7.131
H  -2.323  -1.643  6.387
H  -0.775  1.215  4.843
H  -2.525  0.880  5.203
H  -1.496  -0.415  4.532
C  -3.265  1.208  1.075
C  -4.741  0.786  0.741
C  -5.102  -0.651  1.242
O  -6.494  -0.933  0.935
C  -6.888  -2.096  1.721
N  -5.775  1.872  1.235
H  -5.477  2.777  0.899
H  -6.762  1.734  1.075
H  -5.691  1.923  2.240
H  -2.616  0.415  0.705
H  -3.042  1.463  2.111
H  -2.850  2.071  0.555
H  -4.911  0.845  -0.334
H  -4.945  -0.621  2.320
H  -4.552  -1.506  0.848
H  -6.215  -2.953  1.673
H  -7.861  -2.447  1.379
H  -7.026  -1.815  2.765
B  -0.368  1.033  -2.442
F  -0.595  1.055  -3.824
F  -1.489  0.658  -1.720
F  0.708  0.230  -2.082
F  -0.008  2.307  -2.047
B  0.995  6.725  -0.629
F  2.082  5.871  -0.438
F  0.206  6.610  0.525
F  1.344  8.038  -0.781
F  0.413  6.374  -1.821
B  4.039  1.775  -0.001
F  5.377  1.486  -0.063
F  3.740  3.080  -0.274
F  3.436  0.960  -0.922
F  3.601  1.429  1.222
B  -3.783  4.647  -0.456
F  -3.909  3.777  -1.473
F  -3.820  5.945  -0.984
F  -4.837  4.487  0.404
F  -2.543  4.491  0.200
B  -2.854  -3.683  1.647
F  -3.623  -3.968  0.594
F  -3.695  -3.199  2.589
F  -2.154  -4.834  1.974
F  -2.023  -2.633  1.346
B  2.206  4.716  5.018
F  3.235  3.998  5.567
F  2.577  5.695  4.208
F  1.366  3.856  4.210
F  1.415  5.182  6.061
B  1.941  -5.095  0.408
F  2.668  -5.424  1.528
F  1.439  -3.830  0.457
F  2.775  -5.331  -0.649
F  0.930  -6.043  0.308

- largest force on an atom (eV/Å) = 5.33
- HOMO energy (eV) = -13.1933
- molecular weight (g/mol) = 1456.85
- gap between HOMO and LUMO (eV) = 5.142
- charge = +3
- multiplicity = 1
- energy (hartree) = -5696.62990

=====

No. 6
This record from the OMol25 dataset describes a structure of composition C34H44BN4O2P2W at a distorted geometry. The level of theory is the ωB97M-V functional and the def2-TZVPD basis.

CARTESIAN COORDINATES (ANGSTROEM)
W  0.660  -2.011  -0.174
C  -0.417  -0.327  2.764
P  1.055  -0.958  1.839
C  1.573  0.344  0.636
N  1.518  1.544  1.216
C  1.869  2.671  0.485
C  1.869  3.950  1.173
C  2.094  5.074  0.386
C  2.369  4.923  -1.059
C  2.495  3.650  -1.619
C  2.075  2.513  -0.900
N  1.997  1.313  -1.569
C  1.820  0.205  -0.830
P  1.785  -1.188  -1.988
C  0.732  -0.753  -3.443
C  3.544  -1.595  -2.506
C  3.987  -0.470  -3.413
C  4.600  -1.806  -1.358
C  3.490  -2.904  -3.337
C  2.169  -1.563  3.254
C  1.494  -2.162  4.499
C  2.954  -0.299  3.744
C  3.186  -2.632  2.645
H  -0.336  -0.601  3.841
H  -1.448  -0.700  2.353
H  -0.338  0.772  2.591
H  1.646  3.925  2.184
H  2.224  6.123  0.819
H  2.315  5.768  -1.743
H  2.604  3.574  -2.723
H  -0.130  -1.439  -3.289
H  1.312  -1.065  -4.279
H  0.428  0.274  -3.490
H  3.984  0.550  -2.977
H  3.331  -0.328  -4.299
H  5.032  -0.661  -3.822
H  4.350  -1.063  -0.488
H  5.671  -1.668  -1.639
H  4.531  -2.850  -0.864
H  3.007  -2.790  -4.324
H  3.005  -3.690  -2.803
H  4.498  -3.366  -3.516
H  1.156  -1.345  5.159
H  2.305  -2.704  4.986
H  0.729  -2.883  4.249
H  2.315  0.521  4.154
H  3.542  0.178  2.978
H  3.665  -0.669  4.430
H  2.726  -3.608  2.558
H  4.000  -2.673  3.402
H  3.524  -2.297  1.674
N  -2.456  -8.406  1.131
C  -1.901  -7.464  0.717
C  -1.325  -6.227  0.254
C  -2.102  -5.041  0.141
C  -1.423  -3.849  -0.141
N  0.015  -3.817  -0.282
C  0.756  -4.951  0.019
C  0.099  -6.099  0.231
H  -3.235  -5.004  0.177
H  -1.919  -2.902  -0.364
H  1.850  -4.909  -0.095
H  0.727  -6.980  0.438
C  -3.981  4.995  -0.846
C  -4.955  4.060  -0.110
C  -4.977  4.583  1.378
C  -6.333  4.178  -0.694
C  -4.403  2.662  -0.176
C  -5.182  1.542  -0.456
C  -4.569  0.339  -1.002
C  -3.225  0.199  -0.931
O  -2.382  -0.909  -0.837
B  -0.976  -0.413  -0.778
O  -1.067  1.023  -0.600
C  -2.419  1.329  -0.627
C  -3.000  2.462  -0.111
H  -4.373  6.008  -0.783
H  -3.840  4.789  -1.930
H  -2.954  4.937  -0.374
H  -5.016  5.690  1.303
H  -4.149  4.153  1.930
H  -5.891  4.203  1.848
H  -6.713  5.233  -0.753
H  -7.122  3.700  -0.035
H  -6.370  3.732  -1.701
H  -6.258  1.526  -0.348
H  -5.114  -0.325  -1.640
H  -2.382  3.150  0.481

- largest force on an atom (eV/Å) = 3.98
- HOMO energy (spin up / spin down) (eV) = -15.1847 / -14.9720
- molecular weight (g/mol) = 797.35
- <S²> = 2.03
- gap between HOMO and LUMO (spin up / spin down) (eV) = 4.219 / 3.837
- charge = +3
- multiplicity = 3
- energy (hartree) = -2464.97957
- ΔE to the lowest compared entry with this formula, charge and spin (eV) = 0.000